{
  "formula": "C5H8O",
  "method": "ωB97M-V with the def2-TZVPD basis set",
  "energy_ha": -270.4758,
  "multiplicity": 1,
  "lumo_energy_ev": 1.2,
  "gap_ev": 11.3,
  "species": ["C", "C", "C", "C", "C", "O", "H", "H", "H", "H", "H", "H", "H", "H"],
  "coordinates": [[0.704309, 1.368195, 0.693984], [0.977506, -0.028834, 1.166217], [-0.378867, 0.332226, 0.625869], [-0.903779, -0.093419, -0.708442], [-0.453559, -1.265300, -1.465684], [-1.673095, -1.286810, -0.744093], [1.176675, 1.681290, -0.232927], [0.598131, 2.167157, 1.415369], [1.054643, -0.204916, 2.236017], [1.651644, -0.627478, 0.558619], [-1.171280, 0.426553, 1.369022], [-1.348772, 0.716612, -1.290006], [-0.560425, -1.269788, -2.551949], [0.326868, -1.915488, -1.071996]],
  "forces_ev_per_angstrom": [[0.05, 0.26, -0.05], [0.09, -0.17, 0.06], [-0.11, -0.01, -0.04], [0.07, 0.23, 0.04], [0.25, -0.12, -0.17], [-0.22, -0.16, 0.05], [-0.12, -0.12, 0.06], [0.04, -0.07, 0.05], [0.00, 0.01, -0.22], [-0.21, 0.05, 0.08], [0.17, 0.00, -0.14], [0.03, -0.09, 0.07], [0.04, 0.02, 0.20], [-0.09, 0.17, 0.01]],
  "lowdin_charge": [-0.1205, -0.1113, -0.2480, -0.2809, -0.1133, -0.0353, 0.1051, 0.0960, 0.0999, 0.0984, 0.1446, 0.1450, 0.1101, 0.1103]
}